# 1
The following is a DFT calculation (ωB97M-V/def2-TZVPD) of a 20-piece molecular cluster, C24H50Cl38FNO2S overall.

Summary:
Relative energy (zero: lowest compared OMol25 entry of this formula, charge and spin), kcal per mole: 18.15
Electronic energy, hartree: -19134.95673
Spin multiplicity: 1
Highest occupied orbital energy, eV: -10.305
Molar mass, g/mol: 1782.95
LUMO energy, eV: 0.1
Frontier orbital gap, eV: 10.38

Geometry as XYZ:
```
117
C24H50Cl38FNO2S, DFT ωB97M-V/def2-TZVPD
C 1.21 -0.08 -1.16
C 1.61 1.30 -1.61
C 2.31 1.13 -2.94
C 0.48 2.31 -1.83
C -0.85 2.01 -1.17
N -1.87 1.74 -2.20
S -1.91 0.19 -2.71
O -3.12 0.02 -3.38
O -1.78 -0.69 -1.65
F -0.81 -0.02 -3.83
H 2.12 -0.61 -0.96
H 0.70 -0.65 -1.90
H 0.70 -0.07 -0.23
H 2.36 1.73 -0.95
H 2.53 2.09 -3.41
H 1.65 0.63 -3.62
H 3.18 0.51 -2.87
H 0.83 3.25 -1.44
H 0.33 2.48 -2.87
H -1.17 2.95 -0.70
H -0.83 1.29 -0.39
H -1.81 2.37 -2.98
C 4.96 -0.26 1.22
Cl 4.72 0.91 -0.08
Cl 3.44 -0.99 1.79
H 5.61 -1.04 0.85
H 5.42 0.24 2.05
C -5.59 -2.79 1.78
Cl -4.08 -3.47 2.40
Cl -6.77 -4.06 1.44
H -6.00 -2.12 2.52
H -5.38 -2.26 0.87
C -0.08 5.45 1.46
Cl 1.06 4.76 2.62
Cl -1.17 4.22 0.80
H -0.66 6.21 1.96
H 0.48 5.89 0.65
C -3.98 -4.03 6.04
Cl -2.52 -3.78 7.01
Cl -4.60 -5.68 6.22
H -4.74 -3.34 6.38
H -3.75 -3.86 5.00
C -0.29 -5.39 2.67
Cl -1.44 -4.75 3.84
Cl 0.61 -4.10 1.86
H 0.41 -6.03 3.19
H -0.83 -5.96 1.92
C -5.41 -2.59 9.59
Cl -6.56 -3.76 10.24
Cl -5.96 -1.93 8.04
H -5.31 -1.78 10.29
H -4.46 -3.08 9.44
C 1.22 -0.45 5.21
Cl 0.00 -1.59 5.81
Cl 0.91 0.20 3.59
H 1.27 0.37 5.91
H 2.17 -0.97 5.17
C -5.63 -4.69 -2.24
Cl -3.89 -4.43 -2.07
Cl -6.00 -6.40 -2.50
H -6.12 -4.36 -1.33
H -5.99 -4.12 -3.08
C -3.56 -0.50 5.48
Cl -4.96 -0.69 4.42
Cl -2.72 1.03 5.20
H -3.90 -0.52 6.51
H -2.87 -1.31 5.30
C 7.08 3.21 2.52
Cl 7.44 1.61 3.18
Cl 5.38 3.35 2.02
H 7.28 3.95 3.28
H 7.70 3.38 1.67
C -2.76 -5.27 -5.57
Cl -1.04 -4.93 -5.40
Cl -3.07 -6.98 -5.90
H -3.26 -5.00 -4.64
H -3.16 -4.68 -6.38
C 1.55 4.56 -5.56
Cl 2.75 4.67 -4.27
Cl 0.79 2.96 -5.58
H 0.78 5.30 -5.40
H 2.03 4.73 -6.51
C 10.36 1.50 0.41
Cl 9.85 3.15 0.02
Cl 10.71 1.29 2.13
H 9.58 0.81 0.12
H 11.26 1.29 -0.15
C 5.07 2.10 -5.56
Cl 6.20 1.40 -4.38
Cl 4.01 0.87 -6.25
H 4.47 2.84 -5.06
H 5.64 2.56 -6.35
C -3.67 -9.14 -1.78
Cl -2.43 -8.59 -0.65
Cl -2.96 -10.12 -3.08
H -4.39 -9.74 -1.25
H -4.14 -8.28 -2.23
C -2.32 4.57 -6.79
Cl -1.75 5.61 -5.47
Cl -1.37 4.82 -8.26
H -2.23 3.54 -6.49
H -3.35 4.81 -7.00
C 2.72 7.64 -0.95
Cl 3.01 6.04 -0.26
Cl 1.04 7.84 -1.45
H 2.95 8.39 -0.21
H 3.36 7.77 -1.82
C 0.67 0.14 -7.71
Cl -0.58 0.56 -8.88
Cl 1.91 -0.90 -8.41
H 1.14 1.04 -7.36
H 0.21 -0.38 -6.88
C -1.54 2.04 8.72
Cl 0.06 2.14 9.46
Cl -2.21 0.41 8.84
H -2.20 2.73 9.23
H -1.46 2.30 7.67
```

Here are the Mulliken charges for atoms 1 to 99, given in e: atom 1 (C): -1.981, atom 2 (C): 1.537, atom 3 (C): -1.389, atom 4 (C): -0.297, atom 5 (C): -0.324, atom 6 (N): -0.410, atom 7 (S): 1.040, atom 8 (O): -0.617, atom 9 (O): -0.497, atom 10 (F): -0.151, atom 11 (H): 0.484, atom 12 (H): 0.301, atom 13 (H): 0.433, atom 14 (H): 0.079, atom 15 (H): -0.027, atom 16 (H): 0.286, atom 17 (H): 0.514, atom 18 (H): 0.326, atom 19 (H): -0.047, atom 20 (H): -0.432, atom 21 (H): 0.854, atom 22 (H): 0.272, atom 23 (C): -0.122, atom 24 (Cl): -0.084, atom 25 (Cl): -0.116, atom 26 (H): 0.340, atom 27 (H): -0.015, atom 28 (C): -0.095, atom 29 (Cl): -0.028, atom 30 (Cl): -0.210, atom 31 (H): 0.014, atom 32 (H): 0.282, atom 33 (C): 0.318, atom 34 (Cl): -0.132, atom 35 (Cl): -0.167, atom 36 (H): 0.350, atom 37 (H): -0.390, atom 38 (C): 1.038, atom 39 (Cl): -0.162, atom 40 (Cl): -0.178, atom 41 (H): -0.119, atom 42 (H): -0.568, atom 43 (C): -0.400, atom 44 (Cl): -0.003, atom 45 (Cl): -0.095, atom 46 (H): 0.305, atom 47 (H): 0.189, atom 48 (C): -0.159, atom 49 (Cl): -0.157, atom 50 (Cl): -0.159, atom 51 (H): 0.340, atom 52 (H): 0.136, atom 53 (C): -0.540, atom 54 (Cl): -0.006, atom 55 (Cl): -0.012, atom 56 (H): 0.291, atom 57 (H): 0.300, atom 58 (C): -0.027, atom 59 (Cl): -0.100, atom 60 (Cl): -0.183, atom 61 (H): 0.007, atom 62 (H): 0.317, atom 63 (C): 0.460, atom 64 (Cl): -0.191, atom 65 (Cl): -0.167, atom 66 (H): 0.000, atom 67 (H): -0.109, atom 68 (C): 0.068, atom 69 (Cl): -0.178, atom 70 (Cl): -0.122, atom 71 (H): 0.314, atom 72 (H): -0.076, atom 73 (C): 0.307, atom 74 (Cl): -0.158, atom 75 (Cl): -0.153, atom 76 (H): -0.272, atom 77 (H): 0.280, atom 78 (C): -0.408, atom 79 (Cl): -0.169, atom 80 (Cl): 0.037, atom 81 (H): 0.204, atom 82 (H): 0.386, atom 83 (C): -0.253, atom 84 (Cl): -0.169, atom 85 (Cl): -0.133, atom 86 (H): 0.235, atom 87 (H): 0.317, atom 88 (C): 0.140, atom 89 (Cl): -0.160, atom 90 (Cl): -0.094, atom 91 (H): -0.265, atom 92 (H): 0.376, atom 93 (C): 0.182, atom 94 (Cl): -0.136, atom 95 (Cl): -0.163, atom 96 (H): 0.280, atom 97 (H): -0.160, atom 98 (C): -0.189, atom 99 (Cl): -0.159

=====

# 2
The following is a DFT calculation (ωB97M-V/def2-TZVPD) of a 3-piece molecular cluster, C25H49FIN6O3P2 overall.

Summary:
Electronic energy, hartree: -2616.24615
Spin multiplicity: 1
Highest occupied orbital energy, eV: -9.854
Molar mass, g/mol: 689.56
LUMO energy, eV: -3.2
Frontier orbital gap, eV: 6.66
Charge: +1

Geometry as XYZ:
```
87
C25H49FIN6O3P2, DFT ωB97M-V/def2-TZVPD
C 4.34 -1.10 0.64
C 3.12 -2.04 0.96
I 3.88 -3.71 2.16
C 2.38 -2.61 -0.33
N 1.20 -1.79 -0.61
C 0.87 -0.80 -1.51
N 1.66 -0.31 -2.46
C 3.04 -0.69 -2.79
C 2.97 -1.99 -3.72
F 4.13 -2.75 -3.43
N -0.42 -0.28 -1.35
C -0.88 -1.01 -0.27
C -2.27 -0.77 0.32
C -2.30 -0.08 1.62
C -3.60 0.19 2.19
C -4.82 -0.22 1.50
C -4.74 -0.90 0.22
C -3.45 -1.19 -0.40
N 0.08 -1.90 0.17
P -0.30 -2.91 1.57
P -0.80 -4.91 0.80
O -1.82 -5.57 1.64
O -1.38 -4.72 -0.77
O 0.53 -5.92 0.68
H 4.77 -0.73 1.60
H 3.98 -0.21 0.06
H 5.06 -1.70 0.03
H 2.34 -1.51 1.58
H 2.00 -3.62 -0.02
H 3.07 -2.79 -1.19
H 1.25 0.43 -3.04
H 3.48 0.12 -3.44
H 3.73 -0.81 -1.93
H 2.09 -2.59 -3.36
H 2.92 -1.74 -4.81
H -1.35 0.21 2.12
H -3.71 0.73 3.16
H -5.82 -0.02 1.93
H -5.64 -1.22 -0.37
H -3.35 -1.69 -1.39
H 0.86 -3.11 2.39
H -0.58 -4.57 -1.31
H 0.98 -5.67 -0.15
C 3.63 0.04 4.32
C 4.59 1.21 4.18
N 3.99 2.49 4.50
C 4.80 3.63 4.09
C 6.16 3.82 4.78
C 3.36 2.61 5.81
C 4.23 2.34 7.04
H 2.73 0.19 3.72
H 4.12 -0.88 3.97
H 3.34 -0.13 5.36
H 4.93 1.23 3.14
H 5.48 1.02 4.80
H 4.22 4.55 4.21
H 4.98 3.55 3.01
H 6.05 4.19 5.80
H 6.75 4.56 4.23
H 6.74 2.89 4.81
H 2.51 1.92 5.84
H 2.91 3.60 5.91
H 4.85 1.44 6.93
H 3.59 2.18 7.91
H 4.88 3.18 7.27
C -3.07 0.35 -3.95
C -4.55 0.57 -3.67
N -5.02 1.89 -4.07
C -6.34 2.20 -3.54
C -7.52 1.35 -4.02
C -4.80 2.26 -5.46
C -5.38 1.35 -6.54
H -2.46 1.13 -3.49
H -2.75 -0.61 -3.53
H -2.85 0.32 -5.02
H -4.69 0.46 -2.59
H -5.12 -0.23 -4.15
H -6.57 3.26 -3.74
H -6.30 2.13 -2.45
H -7.82 1.60 -5.04
H -8.39 1.55 -3.38
H -7.32 0.28 -3.96
H -3.72 2.33 -5.62
H -5.16 3.28 -5.62
H -5.20 0.29 -6.34
H -4.91 1.58 -7.50
H -6.45 1.50 -6.67
```

Charges per atom according to Mulliken partitioning, unit e: atom 1 (C): -1.319, atom 2 (C): -0.335, atom 3 (I): 0.164, atom 4 (C): -0.454, atom 5 (N): 0.556, atom 6 (C): 0.415, atom 7 (N): -0.126, atom 8 (C): -0.357, atom 9 (C): -0.153, atom 10 (F): -0.294, atom 11 (N): -0.482, atom 12 (C): -0.067, atom 13 (C): 0.282, atom 14 (C): -0.163, atom 15 (C): -0.646, atom 16 (C): -0.506, atom 17 (C): -0.567, atom 18 (C): -0.278, atom 19 (N): 0.094, atom 20 (P): 0.049, atom 21 (P): 0.819, atom 22 (O): -0.569, atom 23 (O): -0.502, atom 24 (O): -0.458, atom 25 (H): 0.393, atom 26 (H): 0.302, atom 27 (H): 0.398, atom 28 (H): 0.254, atom 29 (H): -0.055, atom 30 (H): 0.610, atom 31 (H): 0.324, atom 32 (H): 0.458, atom 33 (H): -0.149, atom 34 (H): 0.212, atom 35 (H): 0.314, atom 36 (H): 0.435, atom 37 (H): 0.370, atom 38 (H): 0.381, atom 39 (H): 0.410, atom 40 (H): 0.490, atom 41 (H): 0.063, atom 42 (H): 0.331, atom 43 (H): 0.318, atom 44 (C): -1.186, atom 45 (C): -0.423, atom 46 (N): 0.074, atom 47 (C): -0.668, atom 48 (C): -0.981, atom 49 (C): -0.690, atom 50 (C): -0.984, atom 51 (H): 0.196, atom 52 (H): 0.348, atom 53 (H): 0.408, atom 54 (H): 0.474, atom 55 (H): 0.183, atom 56 (H): 0.367, atom 57 (H): 0.381, atom 58 (H): 0.227, atom 59 (H): 0.394, atom 60 (H): 0.273, atom 61 (H): 0.360, atom 62 (H): 0.366, atom 63 (H): 0.261, atom 64 (H): 0.373, atom 65 (H): 0.271, atom 66 (C): -1.355, atom 67 (C): -0.156, atom 68 (N): 0.074, atom 69 (C): -0.688, atom 70 (C): -0.988, atom 71 (C): -0.677, atom 72 (C): -0.971, atom 73 (H): 0.298, atom 74 (H): 0.352, atom 75 (H): 0.414, atom 76 (H): 0.234, atom 77 (H): 0.202, atom 78 (H): 0.356, atom 79 (H): 0.401, atom 80 (H): 0.234, atom 81 (H): 0.396, atom 82 (H): 0.269, atom 83 (H): 0.356, atom 84 (H): 0.368, atom 85 (H): 0.254, atom 86 (H): 0.373, atom 87 (H): 0.270

=====

# 3
The following is a DFT calculation (ωB97M-V/def2-TZVPD) of C15H16Cl2FNReS as an isolated structure.

Summary:
Relative energy (zero: lowest compared OMol25 entry of this formula, charge and spin), kcal per mole: 1.12
Electronic energy, hartree: -2132.32837
Spin multiplicity: 1
Highest occupied orbital energy (spin up / spin down), eV: -11.626 / -11.626
Molar mass, g/mol: 518.48
LUMO energy (spin up / spin down), eV: -5.0 / -5.0
Frontier orbital gap (spin up / spin down), eV: 6.67 / 6.67
Charge: +1

Geometry as XYZ:
```
37
C15H16Cl2FNReS, DFT ωB97M-V/def2-TZVPD
Re -0.03 -0.04 1.63
F -1.10 1.75 -4.60
C -1.21 1.12 -3.43
C -0.63 -0.13 -3.29
C -0.74 -0.78 -2.07
C -1.42 -0.18 -1.00
C -1.46 -0.84 0.34
C -2.01 1.06 -1.19
C -1.91 1.73 -2.41
H -0.12 -0.58 -4.13
H -0.29 -1.76 -1.95
H -1.41 -1.93 0.30
H -2.38 -0.54 0.86
H -2.58 1.52 -0.39
H -2.38 2.69 -2.57
S 0.53 -3.07 3.01
C 0.27 -1.68 2.37
Cl -3.22 -1.68 3.92
C -1.96 -0.71 4.60
Cl -1.50 0.64 3.41
H -1.05 -1.28 4.74
H -2.29 -0.18 5.48
C 0.66 2.49 0.41
C 1.53 1.39 -0.14
C 2.51 1.39 -1.06
C 3.00 0.02 -1.15
C 2.30 -0.75 -0.29
C 2.40 -2.21 -0.03
N 1.36 0.07 0.38
H 0.28 3.12 -0.39
H 1.19 3.11 1.13
H -0.26 2.13 0.91
H 2.86 2.23 -1.63
H 3.76 -0.32 -1.83
H 2.75 -2.72 -0.93
H 1.44 -2.64 0.23
H 3.10 -2.44 0.77
```

Charges per atom according to natural (NBO) partitioning, unit e: atom 1 (Re): 0.776, atom 2 (F): -0.307, atom 3 (C): 0.405, atom 4 (C): -0.249, atom 5 (C): -0.184, atom 6 (C): -0.087, atom 7 (C): -0.564, atom 8 (C): -0.211, atom 9 (C): -0.266, atom 10 (H): 0.243, atom 11 (H): 0.222, atom 12 (H): 0.234, atom 13 (H): 0.246, atom 14 (H): 0.212, atom 15 (H): 0.242, atom 16 (S): 0.189, atom 17 (C): -0.177, atom 18 (Cl): 0.076, atom 19 (C): -0.360, atom 20 (Cl): 0.101, atom 21 (H): 0.249, atom 22 (H): 0.253, atom 23 (C): -0.629, atom 24 (C): 0.095, atom 25 (C): -0.212, atom 26 (C): -0.214, atom 27 (C): 0.145, atom 28 (C): -0.652, atom 29 (N): -0.449, atom 30 (H): 0.273, atom 31 (H): 0.248, atom 32 (H): 0.167, atom 33 (H): 0.242, atom 34 (H): 0.241, atom 35 (H): 0.244, atom 36 (H): 0.220, atom 37 (H): 0.238